[1]
Density functional theory data (ωB97M-V with the def2-TZVPD basis set) for the molecule C23H29N3O3.

Its spin multiplicity is 1. The value obtained for the calculated total energy is -34935.4652 eV. The SMILES is CCOc1ccc(NC(=O)c2ccc(NCC(=O)N3CCCCCC3)cc2)cc1. The energy relative to the best compared isomer or geometry (same formula, charge and spin) comes out at 213.4 kJ/mol. The calculation puts the gap between HOMO and LUMO at 8.210 eV.

Each line ends with the natural charge from an NBO analysis.
CARTESIAN COORDINATES (ANGSTROEM)
C (-2.53452, 1.36999, 8.94575)  -0.64
C (-1.29571, 2.21837, 8.67070)  -0.06
O (-0.34104, 1.54871, 7.87447)  -0.50
C (-0.55583, 1.40916, 6.53377)  0.28
C (-1.59412, 1.98185, 5.80850)  -0.29
C (-1.69422, 1.78336, 4.44256)  -0.24
C (-0.75917, 1.00688, 3.76986)  0.20
N (-0.81413, 0.76081, 2.39550)  -0.62
C (-1.69985, 1.23687, 1.46964)  0.67
O (-2.59468, 2.02198, 1.72189)  -0.62
C (-1.46684, 0.72837, 0.09206)  -0.19
C (-0.88607, -0.50370, -0.19878)  -0.15
C (-0.72339, -0.92481, -1.50316)  -0.32
C (-1.14104, -0.11834, -2.56338)  0.28
N (-0.94489, -0.46415, -3.88463)  -0.62
C (-0.63473, -1.81616, -4.29642)  -0.32
C (0.77222, -2.29577, -3.90460)  0.67
O (0.89539, -3.32426, -3.26141)  -0.64
N (1.82871, -1.55939, -4.30061)  -0.43
C (1.75621, -0.43466, -5.20565)  -0.23
C (1.91019, -0.88417, -6.66573)  -0.42
C (3.35995, -0.93146, -7.16167)  -0.40
C (4.39510, -1.38758, -6.12655)  -0.40
C (3.93785, -2.52503, -5.21180)  -0.42
C (3.15877, -2.04113, -3.98622)  -0.22
C (-1.74238, 1.11125, -2.27158)  -0.29
C (-1.90590, 1.52018, -0.96960)  -0.13
C (0.28494, 0.43417, 4.49714)  -0.25
C (0.38476, 0.63161, 5.85559)  -0.23
H (-3.05415, 1.13142, 8.02106)  0.21
H (-2.24341, 0.43878, 9.42540)  0.21
H (-3.21080, 1.91032, 9.60264)  0.21
H (-1.57365, 3.17891, 8.21907)  0.17
H (-0.77022, 2.42076, 9.60863)  0.19
H (-2.34041, 2.59496, 6.28834)  0.22
H (-2.50268, 2.23401, 3.89217)  0.26
H (-0.07157, 0.16999, 2.04949)  0.40
H (-0.58623, -1.17637, 0.59291)  0.21
H (-0.28095, -1.88829, -1.69250)  0.24
H (-1.53797, 0.04505, -4.52454)  0.39
H (-1.32913, -2.54626, -3.85669)  0.22
H (-0.72348, -1.87201, -5.38411)  0.22
H (2.54960, 0.26795, -4.94086)  0.20
H (0.80395, 0.07331, -5.06072)  0.23
H (1.45832, -1.87375, -6.76072)  0.20
H (1.34870, -0.20862, -7.31383)  0.21
H (3.65165, 0.06127, -7.51169)  0.20
H (3.39773, -1.59996, -8.02430)  0.20
H (4.69319, -0.54094, -5.50389)  0.19
H (5.28686, -1.70471, -6.67123)  0.21
H (3.33517, -3.24374, -5.76797)  0.21
H (4.81949, -3.05201, -4.84197)  0.22
H (3.03296, -2.86772, -3.28416)  0.25
H (3.71438, -1.23707, -3.49076)  0.19
H (-2.08523, 1.73776, -3.08362)  0.21
H (-2.38038, 2.46288, -0.74311)  0.24
H (1.02281, -0.17236, 3.98991)  0.20
H (1.19072, 0.19205, 6.42164)  0.22


[2]
Density functional theory data (ωB97M-V with the def2-TZVPD basis set) for a cluster of 14 separate species, H28O14 in total at a distorted geometry.

Its spin multiplicity is 1. The value obtained for the calculated total energy is -29118.9062 eV. The energy relative to the best compared isomer or geometry (same formula, charge and spin) comes out at 264.9 kJ/mol. The calculation puts the gap between HOMO and LUMO at 8.898 eV.

Each line ends with the natural charge from an NBO analysis.
CARTESIAN COORDINATES (ANGSTROEM)
O (3.25707, -0.53640, -0.14288)  -0.92
H (3.08307, -0.61040, 0.74712)  0.46
H (3.20207, 0.39160, -0.31788)  0.47
O (0.32107, -0.34040, 0.16912)  -0.97
H (-0.12493, -0.47040, 0.97312)  0.48
H (0.65607, 0.53760, 0.33912)  0.49
O (0.17707, 1.10960, 3.00212)  -0.97
H (-0.16393, 0.63160, 3.70112)  0.49
H (0.86407, 1.65060, 3.45312)  0.51
O (0.08707, 1.73060, -2.09988)  -1.00
H (-0.15493, 2.18760, -2.90688)  0.49
H (-0.54493, 0.99760, -1.86488)  0.52
O (2.44207, 0.89460, -2.53488)  -0.98
H (2.42707, 1.07160, -3.47588)  0.47
H (1.50707, 1.10060, -2.40188)  0.48
O (0.78007, 2.35160, 0.91312)  -0.94
H (0.56507, 1.89960, 1.67012)  0.47
H (-0.04293, 2.75160, 0.68512)  0.47
O (-2.15593, -0.26540, 1.99312)  -1.01
H (-2.55893, -0.87240, 2.65812)  0.52
H (-1.66293, 0.48360, 2.40012)  0.50
O (-1.80593, -0.39240, -2.31288)  -0.97
H (-2.21693, 0.20660, -1.67788)  0.48
H (-1.40993, -1.12540, -1.81488)  0.48
O (2.10907, 3.75660, -1.19588)  -0.94
H (1.73207, 2.92660, -0.83588)  0.49
H (1.33507, 4.28760, -1.28188)  0.45
O (-3.23693, -2.60540, 1.09312)  -0.98
H (-2.80293, -1.78140, 0.81812)  0.49
H (-3.81493, -2.93340, 0.38012)  0.50
O (-2.71993, 1.05660, -0.37188)  -0.95
H (-2.50293, 0.54660, 0.37012)  0.49
H (-2.25793, 1.93360, -0.32888)  0.48
O (1.71207, -3.28940, 0.27412)  -0.95
H (2.09007, -3.22840, -0.54888)  0.48
H (1.02107, -2.67240, 0.29612)  0.47
O (1.13007, -1.35140, -2.26488)  -0.99
H (1.81707, -0.73640, -2.24088)  0.48
H (0.80007, -1.20740, -1.35988)  0.47
O (-0.74393, -3.04940, 2.04212)  -0.98
H (-0.50693, -3.96140, 2.14112)  0.48
H (-1.68693, -3.07440, 1.86012)  0.48


[3]
Density functional theory data (ωB97M-V with the def2-TZVPD basis set) for the ion C4H6FN4O2 with charge +1 at a distorted geometry.

Its spin multiplicity is 1. The value obtained for the calculated total energy is -17006.7097 eV. The energy relative to the best compared isomer or geometry (same formula, charge and spin) comes out at 125.8 kJ/mol. As for the net charge: +1. The calculation puts the gap between HOMO and LUMO at 9.313 eV.

Each line ends with the natural charge from an NBO analysis.
CARTESIAN COORDINATES (ANGSTROEM)
C (0.41641, -1.19857, 0.90479)  -0.18
C (-0.79592, -1.10933, 1.38780)  -0.10
C (-1.65125, 0.36836, -0.29418)  0.94
C (0.74020, 0.18990, -0.60798)  0.42
N (-1.77038, -0.24087, 0.85699)  -0.53
N (-0.58318, 0.39026, -1.07480)  -0.60
N (1.68625, -0.09055, -1.53621)  -0.82
N (1.15815, 1.25281, 0.37082)  0.51
O (2.33251, 1.34982, 0.56023)  -0.32
O (0.25396, 1.84867, 0.89761)  -0.37
F (-2.72719, 0.92674, -0.78549)  -0.23
H (1.24915, -1.81790, 1.14864)  0.25
H (-1.15179, -1.69691, 2.22629)  0.26
H (-2.65964, -0.16771, 1.34690)  0.46
H (-0.68863, 0.80860, -1.99928)  0.46
H (2.63999, 0.04199, -1.22553)  0.44
H (1.55136, -0.85532, -2.17659)  0.42


[4]
Density functional theory data (ωB97M-V with the def2-TZVPD basis set) for a cluster of 3 separate species, C7H14O2 in total at a distorted geometry.

Its spin multiplicity is 1. The value obtained for the calculated total energy is -11575.9654 eV. The energy relative to the best compared isomer or geometry (same formula, charge and spin) comes out at 515.5 kJ/mol. The calculation puts the gap between HOMO and LUMO (spin up / spin down) at 7.287 / 7.138 eV.

Each line ends with the natural charge from an NBO analysis.
CARTESIAN COORDINATES (ANGSTROEM)
C (1.75397, -0.07437, 0.32536)  0.12
C (-0.28452, 0.79228, 0.45900)  -0.17
C (-0.77187, -0.28253, -0.27302)  -0.13
C (2.28846, -0.64352, -0.95313)  -0.68
C (-0.44378, 0.90901, 1.94641)  -0.64
C (-0.77183, -0.33625, -1.76819)  -0.67
C (-2.91930, 0.44531, 0.08157)  0.30
O (1.90747, -0.90586, 1.43088)  -0.71
O (-3.57933, 0.61623, -0.91141)  -0.56
H (1.66364, -1.80829, 1.18731)  0.47
H (2.16921, 0.89853, 0.57629)  0.17
H (-0.20587, 1.73606, -0.07728)  0.21
H (-0.83051, -1.24071, 0.23952)  0.20
H (-3.45387, 0.52728, 1.08215)  0.10
H (1.84025, -1.61596, -1.18487)  0.20
H (2.13046, 0.04286, -1.78614)  0.23
H (3.37205, -0.82341, -0.88506)  0.22
H (-0.56424, -0.06895, 2.41432)  0.22
H (-1.31919, 1.51950, 2.18437)  0.22
H (0.42594, 1.39466, 2.39728)  0.23
H (-0.19183, -1.17821, -2.15159)  0.22
H (-1.79461, -0.50253, -2.12461)  0.26
H (-0.42064, 0.59886, -2.20918)  0.21